# 1
ORCA calculation (the ωB97M-V functional and the def2-TZVPD basis) on a cluster of 3 separate species, C4H10O3 in total at a distorted geometry.

Geometry as XYZ:
```
17
Properties=species:S:1:pos:R:3:forces:R:3
C 0.545 -0.790 2.278 -0.360 0.428 2.039
C 1.036 -1.127 1.098 -0.396 -0.528 0.167
C 1.258 -0.323 -0.099 -0.585 -0.253 -0.312
C 1.764 -0.877 -1.199 -0.239 1.573 -1.231
O 0.720 0.900 0.005 0.120 1.041 1.890
H 0.408 0.152 2.806 0.175 0.824 -1.433
H 0.234 -1.445 3.094 0.481 -1.101 -0.799
H 1.150 -2.172 0.860 0.086 -0.341 0.251
H 1.791 -0.216 -2.076 0.206 -0.428 0.177
H 2.087 -1.885 -1.342 0.132 -0.361 0.404
H 0.414 1.491 -0.688 0.431 -0.818 -1.090
O -1.140 1.016 -2.097 -0.034 -0.070 0.631
H -0.582 0.267 -2.335 -0.059 -0.051 -0.071
H -1.527 0.749 -1.237 -0.097 0.026 -0.583
O -2.884 0.667 0.389 0.339 0.669 -0.306
H -2.435 1.439 0.774 -0.262 -0.437 -0.002
H -3.067 0.073 1.115 0.061 -0.173 0.271
```
Forces are in eV/Å.

Results
SMILES   C=CC(=C)O.O.O
Orbital gap   9.314 eV
Calculated total energy   -10450.8128 eV
Highest occupied orbital energy   -8.82 eV
LUMO energy   0.5 eV

Now the Mulliken charges, all in e: number 1, C, carries -0.8059; number 2, C, carries -0.2356; number 3, C, carries 0.8423; number 4, C, carries -0.9424; number 5, O, carries -0.5541; number 6, H, carries 0.2781; number 7, H, carries 0.2510; number 8, H, carries 0.1917; number 9, H, carries 0.3092; number 10, H, carries 0.2824; number 11, H, carries 0.3941; number 12, O, carries -0.6868; number 13, H, carries 0.3283; number 14, H, carries 0.3779; number 15, O, carries -0.6708; number 16, H, carries 0.3248; number 17, H, carries 0.3158


# 2
ORCA calculation (the ωB97M-V functional and the def2-TZVPD basis) on a cluster of 2 separate species, C4H10O3 in total at a distorted geometry.

Geometry as XYZ:
```
17
Properties=species:S:1:pos:R:3:forces:R:3
O -3.842 1.070 0.670 0.012 0.311 -0.050
C -2.906 0.362 0.410 -0.494 0.044 0.001
C -1.566 0.855 -0.081 -0.095 -0.679 0.992
C -0.472 -0.106 0.370 0.586 -0.395 -0.818
C -0.374 -0.480 1.839 -0.002 -0.944 -0.868
O 0.777 -1.247 2.104 0.380 -0.666 0.132
H -3.039 -0.723 0.586 0.323 -0.189 -0.235
H -1.439 1.841 0.340 0.075 0.475 -0.088
H -1.547 0.894 -1.164 -0.181 0.176 -0.230
H -0.612 -1.040 -0.185 0.046 -0.033 0.070
H 0.500 0.260 0.015 -0.076 0.109 0.199
H -0.425 0.343 2.488 -0.122 1.457 0.879
H -1.188 -1.152 2.091 -0.262 0.026 0.125
H 1.594 -0.745 2.061 -0.189 0.305 -0.109
O 4.635 -0.374 -3.784 0.100 0.193 -0.013
H 4.751 0.381 -3.197 -0.055 -0.090 0.026
H 5.151 -0.138 -4.562 -0.046 -0.099 -0.012
```
Forces are in eV/Å.

Results
SMILES   O=CCCCO.O
Orbital gap   10.517 eV
Calculated total energy   -10451.7160 eV
Highest occupied orbital energy   -9.86 eV
LUMO energy   0.7 eV

Now the Mulliken charges, all in e: number 1, O, carries -0.4842; number 2, C, carries -0.0905; number 3, C, carries -0.3445; number 4, C, carries -0.5490; number 5, C, carries -0.5244; number 6, O, carries -0.5337; number 7, H, carries 0.3840; number 8, H, carries 0.2749; number 9, H, carries 0.3026; number 10, H, carries 0.2397; number 11, H, carries 0.3712; number 12, H, carries 0.3648; number 13, H, carries 0.2839; number 14, H, carries 0.3050; number 15, O, carries -0.6390; number 16, H, carries 0.3178; number 17, H, carries 0.3212


# 3
ORCA calculation (the ωB97M-V functional and the def2-TZVPD basis) on a cluster of 2 separate species, C4H10O3 in total at a distorted geometry.

Geometry as XYZ:
```
17
Properties=species:S:1:pos:R:3:forces:R:3
C -1.546 0.312 0.270 0.081 0.886 -0.295
C -0.119 0.526 -0.261 -0.566 -0.951 -0.089
C 0.353 -0.748 -0.976 0.049 -0.472 -0.382
C 1.470 -0.538 -1.956 0.378 0.414 -0.055
O 2.636 -0.748 -1.762 0.123 0.006 0.158
O 1.036 -0.012 -3.133 -0.190 0.560 0.047
H -2.212 0.047 -0.553 0.042 -0.165 -0.040
H -1.903 1.286 0.618 -0.111 -0.226 0.334
H -1.650 -0.427 1.060 0.204 -0.009 0.070
H 0.577 0.704 0.556 -0.024 0.441 -0.033
H -0.166 1.358 -0.963 0.301 0.114 0.071
H 0.695 -1.475 -0.241 -0.025 -0.047 -0.022
H -0.464 -1.192 -1.549 -0.140 0.056 0.103
H 1.773 0.461 -3.564 -0.123 -0.602 0.161
O -0.138 0.161 3.751 0.027 0.351 0.366
H -0.049 0.888 4.387 -0.013 -0.201 -0.350
H -0.294 -0.603 4.314 -0.014 -0.154 -0.045
```
Forces are in eV/Å.

Results
SMILES   CCCC(=O)O.O
Orbital gap   10.910 eV
Calculated total energy   -10453.0269 eV
Highest occupied orbital energy   -10.19 eV
LUMO energy   0.7 eV

Now the Mulliken charges, all in e: number 1, C, carries -1.2523; number 2, C, carries -0.2967; number 3, C, carries -0.4832; number 4, C, carries 0.4193; number 5, O, carries -0.5459; number 6, O, carries -0.4576; number 7, H, carries 0.4257; number 8, H, carries 0.3250; number 9, H, carries 0.3027; number 10, H, carries 0.2729; number 11, H, carries 0.3230; number 12, H, carries 0.2943; number 13, H, carries 0.3278; number 14, H, carries 0.3340; number 15, O, carries -0.6061; number 16, H, carries 0.3091; number 17, H, carries 0.3081


# 4
ORCA calculation (the ωB97M-V functional and the def2-TZVPD basis) on a cluster of 3 separate species, C4H10O3 in total at a distorted geometry.

Geometry as XYZ:
```
17
Properties=species:S:1:pos:R:3:forces:R:3
C -3.103 0.511 2.053 0.216 0.085 -1.007
C -1.853 0.349 2.598 0.413 0.817 0.798
C -0.628 0.032 1.942 -2.156 -0.211 1.436
C -0.702 -0.791 0.860 1.829 -0.543 -2.106
O 0.418 -1.273 0.301 -1.596 -0.022 1.361
H -3.881 1.048 2.578 -0.027 -0.348 0.279
H -3.307 0.294 1.008 -0.029 -0.053 0.088
H -1.790 0.657 3.640 0.292 0.054 -0.122
H 0.290 0.277 2.456 0.215 -0.046 -0.190
H -1.594 -1.104 0.333 -0.139 0.223 0.054
H 1.044 -1.258 1.040 0.934 0.060 -0.422
H 2.943 -1.018 -2.219 0.357 -0.023 -0.320
H 2.062 -0.867 -1.032 0.247 0.461 -0.348
O 2.669 -0.350 -1.587 -0.534 -0.452 0.436
H 2.247 0.808 -5.331 0.228 0.520 0.402
H 2.639 1.148 -3.885 0.021 -0.147 0.357
O 2.544 1.536 -4.753 -0.272 -0.373 -0.695
```
Forces are in eV/Å.

Results
Spin multiplicity   2
Orbital gap (spin up / spin down)   7.725 / 5.024 eV
Calculated total energy   -10442.4693 eV
Expectation value of S²   0.777
Charge   +1
Highest occupied orbital energy (spin up / spin down)   -13.22 / -13.22 eV
LUMO energy (spin up / spin down)   -5.5 / -8.2 eV

Now the Mulliken charges, all in e: number 1, C, carries -0.6479; number 2, C, carries -0.0183; number 3, C, carries -0.0411; number 4, C, carries 0.1180; number 5, O, carries -0.3818; number 6, H, carries 0.2903; number 7, H, carries 0.2407; number 8, H, carries 0.3165; number 9, H, carries 0.3661; number 10, H, carries 0.3619; number 11, H, carries 0.3264; number 12, H, carries 0.3499; number 13, H, carries 0.3154; number 14, O, carries -0.5923; number 15, H, carries 0.3199; number 16, H, carries 0.3145; number 17, O, carries -0.6380


# 5
ORCA calculation (the ωB97M-V functional and the def2-TZVPD basis) on a cluster of 2 separate species, C4H10O3S in total at a distorted geometry.

Geometry as XYZ:
```
18
Properties=species:S:1:pos:R:3:forces:R:3
O -0.861 1.268 1.146 -0.540 0.129 -0.769
C -0.674 0.092 1.351 0.032 2.564 0.739
O -0.175 -0.298 2.505 0.503 -3.037 -0.208
C -0.771 -0.979 0.335 -0.703 -2.416 -0.418
C 0.001 -0.643 -0.949 2.915 -0.227 1.219
C -0.902 0.295 -1.683 -1.989 2.654 0.141
S -0.273 0.930 -3.304 -0.763 -0.629 0.746
H -0.244 0.161 3.331 -0.435 1.357 0.228
H -0.498 -1.902 0.884 0.462 0.296 -0.858
H -1.790 -1.232 -0.057 0.344 0.653 1.072
H 0.273 -1.488 -1.573 -0.666 -0.546 0.054
H 1.067 -0.314 -0.677 -1.647 0.378 -0.444
H -1.893 -0.240 -1.851 1.307 0.701 -0.494
H -1.196 1.260 -1.017 0.948 -1.960 -1.339
H 0.475 1.970 -2.897 0.169 0.018 0.309
H 2.205 0.468 2.144 0.369 -0.139 1.250
H 2.363 0.428 0.795 -0.682 0.471 -2.885
O 2.893 0.224 1.520 0.376 -0.267 1.657
```
Forces are in eV/Å.

Results
Spin multiplicity   2
Orbital gap (spin up / spin down)   10.498 / 5.124 eV
Calculated total energy   -21277.8787 eV
Expectation value of S²   0.753
Charge   +1
Highest occupied orbital energy (spin up / spin down)   -14.48 / -14.41 eV
LUMO energy (spin up / spin down)   -4.0 / -9.3 eV

Now the Mulliken charges, all in e: number 1, O, carries -0.5607; number 2, C, carries 0.5384; number 3, O, carries -0.4211; number 4, C, carries -0.6494; number 5, C, carries -0.3812; number 6, C, carries -0.5359; number 7, S, carries 0.2421; number 8, H, carries 0.3852; number 9, H, carries 0.3166; number 10, H, carries 0.3845; number 11, H, carries 0.4405; number 12, H, carries 0.1542; number 13, H, carries 0.3877; number 14, H, carries 0.3843; number 15, H, carries 0.2953; number 16, H, carries 0.3230; number 17, H, carries 0.2801; number 18, O, carries -0.5834


# 6
ORCA calculation (the ωB97M-V functional and the def2-TZVPD basis) on an isolated molecule of C4H10O3SSi at a distorted geometry.

Geometry as XYZ:
```
19
Properties=species:S:1:pos:R:3:forces:R:3
C 1.286 -1.510 1.829 -5.500 -7.153 3.633
C 2.408 -1.458 0.893 0.540 -1.480 -1.710
C -1.067 -1.408 -0.239 -1.628 -0.062 0.799
C -0.358 1.519 -0.814 0.676 2.295 -0.120
O -0.358 0.569 1.974 -0.750 -0.251 -1.766
O 2.173 0.754 2.355 -1.423 0.290 0.647
O 0.524 -2.667 2.309 5.203 7.551 -3.490
Si -1.202 0.363 0.381 -0.400 0.913 1.509
S 0.916 0.050 2.748 1.666 -0.034 -0.390
H 2.173 -1.876 -0.165 0.135 0.738 1.845
H 3.197 -2.132 1.283 -0.337 0.260 -0.118
H 2.819 -0.445 0.869 -0.188 -0.239 -0.218
H -1.385 -2.044 0.592 -0.566 0.069 0.135
H -1.812 -1.587 -1.067 1.151 0.146 0.542
H -0.089 -1.850 -0.339 0.415 0.382 -0.969
H 0.688 1.151 -0.802 -0.291 0.222 -0.120
H -0.663 1.568 -1.898 -0.006 -0.383 1.193
H -0.287 2.649 -0.464 -0.280 -2.368 -0.484
H -2.625 0.884 0.927 1.585 -0.896 -0.918
```
Forces are in eV/Å.

Results
Orbital gap   8.601 eV
Calculated total energy   -29163.1955 eV
Highest occupied orbital energy   -9.51 eV
LUMO energy   -0.9 eV

Now the Mulliken charges, all in e: number 1, C, carries 0.4447; number 2, C, carries -0.8159; number 3, C, carries -1.0010; number 4, C, carries -0.8468; number 5, O, carries -0.3033; number 6, O, carries -0.5899; number 7, O, carries -0.5419; number 8, Si, carries 0.4221; number 9, S, carries 0.5352; number 10, H, carries 0.2716; number 11, H, carries 0.3138; number 12, H, carries 0.3709; number 13, H, carries 0.3395; number 14, H, carries 0.3416; number 15, H, carries 0.3024; number 16, H, carries 0.2511; number 17, H, carries 0.3488; number 18, H, carries 0.2753; number 19, H, carries -0.1181


Let's list energy above the lowest of the compared OMol25 structures with the same formula, charge and spin in order: 234.5, 147.4, 20.9, 87.3, 90.7, 401.7 kJ/mol.